[1]
84
Properties=species:S:1:pos:R:3 method="wB97M-V/def2-TZVPD" homo_lumo_gap_ha="0.187 / 0.201" total_energy_ev=-131484.7345 lumo_ev="4.18 / 4.18" multiplicity=2 homo_ev="-0.90 / -1.29" charge=-2
Cu -0.3830 0.8069 -0.9253
C -0.4940 0.0122 2.9564
Si -0.8210 1.8250 2.5289
C -2.6658 2.2138 2.3297
C -0.4006 2.7228 4.1847
C 0.1495 2.5398 1.1101
C -0.6709 3.4295 0.3019
C -0.7043 4.8352 0.4639
C -1.5586 5.6072 -0.2927
C -2.4084 4.9900 -1.2082
C -2.3361 3.6107 -1.3113
N -1.4957 2.8630 -0.6123
Si 1.9026 3.0040 1.4139
C 2.8436 1.4115 1.8565
C 2.6853 3.8553 -0.0991
C 2.3539 4.2409 2.8239
H -1.3265 -0.4256 3.5158
H 0.4127 -0.0906 3.5610
H -0.3570 -0.5633 2.0414
H -3.2654 1.8093 3.1496
H -3.0234 1.7783 1.3975
H -2.8283 3.2954 2.2840
H -1.1044 2.4434 4.9768
H -0.4370 3.8114 4.0775
H 0.6037 2.4588 4.5314
H -0.0859 5.2846 1.2312
H -1.5901 6.6841 -0.1578
H -3.0853 5.5643 -1.8280
H -2.9646 3.0771 -2.0205
H 2.3285 0.5755 1.3771
H 2.8223 1.2355 2.9369
H 3.8888 1.4132 1.5351
H 2.3915 3.3480 -1.0174
H 3.7784 3.8775 -0.0578
H 2.3314 4.8869 -0.1799
H 1.9693 3.8993 3.7875
H 1.9182 5.2253 2.6248
H 3.4369 4.3716 2.9197
Cl -4.3016 -1.4032 1.2238
C -3.8292 -1.4800 -0.4498
C -4.5793 -2.2693 -1.3158
C -4.2274 -2.3696 -2.6393
Cl -5.1610 -3.4335 -3.6783
C -3.1340 -1.6533 -3.1632
C -2.7193 -1.6725 -4.5106
C -1.6440 -0.9127 -4.8942
C -0.9902 -0.1193 -3.9458
N -1.3555 -0.0782 -2.6878
C -2.3903 -0.8359 -2.2708
C -2.6818 -0.7636 -0.8492
O -1.9480 -0.1078 -0.0554
H -5.4394 -2.8044 -0.9382
H -3.2539 -2.2837 -5.2253
H -1.3070 -0.9077 -5.9225
H -0.1519 0.5090 -4.2225
C 2.3064 -7.0355 1.6088
C 1.9494 -5.7344 0.9336
C 0.6912 -5.5158 0.3890
C 0.3729 -4.3176 -0.2432
C -0.9919 -4.0844 -0.8339
C 1.3351 -3.3108 -0.3289
C 2.5945 -3.5010 0.2381
C 3.6238 -2.4029 0.1845
C 2.8884 -4.7122 0.8550
C 1.0249 -2.0290 -1.1058
O 1.0106 -2.1466 -2.3448
O 0.7733 -1.0182 -0.3999
H 1.5683 -7.8089 1.3908
H 2.3576 -6.9110 2.6939
H 3.2830 -7.3911 1.2733
H -0.0570 -6.3019 0.4488
H -1.6156 -4.9774 -0.7677
H -0.9019 -3.7843 -1.8793
H -1.4973 -3.2661 -0.3133
H 3.6404 -1.9389 -0.8029
H 4.6179 -2.7867 0.4204
H 3.3705 -1.6224 0.9041
H 3.8768 -4.8655 1.2812
C 2.1900 1.0626 -2.3113
C 0.8507 1.7350 -2.1157
O 0.5284 2.6851 -2.8088
H 2.7866 1.5551 -3.0911
H 2.0027 0.0205 -2.5777
H 2.7237 1.0626 -1.3591



[2]
85
Properties=species:S:1:pos:R:3 method="wB97M-V/def2-TZVPD" homo_lumo_gap_ha="0.280 / 0.251" total_energy_ev=-128614.9530 lumo_ev="2.28 / 1.36" multiplicity=2 homo_ev="-5.33 / -5.48" charge=-1 de_lowest_ev=0.606
Pt 0.0535 -1.3746 0.2422
C 7.8013 2.1147 -1.5353
C 6.4039 1.5590 -1.5649
C 5.5898 1.6175 -0.4359
C 4.3127 1.0818 -0.4506
C 3.8301 0.4876 -1.6073
C 4.6297 0.4012 -2.7345
C 5.9069 0.9435 -2.7087
S 2.1498 -0.1092 -1.6602
O 2.0819 -0.9846 -2.8070
O 1.2996 1.0597 -1.6687
N 1.9969 -0.8520 -0.2489
C 2.8699 -2.0437 -0.1289
C 2.1447 -3.3867 -0.0614
O 2.7498 -4.4326 -0.1929
O 0.8737 -3.3078 0.2101
H 7.9007 2.8937 -0.7791
H 8.0794 2.5416 -2.4993
H 8.5288 1.3342 -1.3008
H 5.9648 2.0876 0.4670
H 3.6798 1.1126 0.4269
H 4.2414 -0.0870 -3.6181
H 6.5284 0.8851 -3.5952
H 3.4428 -1.9464 0.7983
H 3.5929 -2.0947 -0.9449
C -1.7341 -4.8456 -1.0069
Si -2.1344 -3.8960 0.5516
C -1.4310 -4.7466 2.0659
C -4.0021 -3.8152 0.7574
O -1.6876 -2.3211 0.4272
H -2.1457 -5.8584 -0.9719
H -0.6548 -4.9128 -1.1440
H -2.1633 -4.3329 -1.8712
H -1.7807 -5.7832 2.0849
H -1.7806 -4.2636 2.9817
H -0.3409 -4.7474 2.0519
H -4.3811 -4.7996 1.0505
H -4.4998 -3.5182 -0.1688
H -4.2782 -3.1004 1.5359
C -4.8155 -0.1381 3.9296
C -5.1149 0.6669 2.8408
C -4.2549 0.7037 1.7494
C -3.1020 -0.0782 1.7034
C -2.8161 -0.8755 2.8091
C -3.6553 -0.9021 3.9135
Ge -1.9497 0.0084 0.1070
C -2.7945 -0.4176 -1.6120
C -4.1776 -0.4585 -1.7700
C -4.7490 -0.7776 -2.9960
C -3.9394 -1.0606 -4.0868
C -2.5586 -1.0261 -3.9426
C -1.9932 -0.7091 -2.7151
C -1.7358 2.0006 -0.0428
C -1.5228 2.6061 -1.2794
C -1.3297 3.9794 -1.3902
C -1.3559 4.7794 -0.2576
C -1.5796 4.1970 0.9850
C -1.7647 2.8262 1.0841
H -5.4777 -0.1687 4.7865
H -6.0132 1.2730 2.8413
H -4.4928 1.3655 0.9223
H -1.9251 -1.4919 2.8063
H -3.4051 -1.5296 4.7607
H -4.8297 -0.2610 -0.9252
H -5.8277 -0.8128 -3.0954
H -4.3814 -1.3126 -5.0434
H -1.9161 -1.2553 -4.7841
H -0.9120 -0.7049 -2.6134
H -1.4917 2.0003 -2.1775
H -1.1550 4.4225 -2.3636
H -1.2060 5.8495 -0.3397
H -1.6047 4.8131 1.8769
H -1.9232 2.3853 2.0626
C 2.9314 2.2096 3.0297
N 2.1897 2.5707 1.8467
C 2.6234 3.7184 1.0836
C 1.2058 1.7726 1.3674
O 0.8526 0.7288 1.8923
H 2.8743 3.0031 3.7795
H 3.9872 2.0395 2.7924
H 2.5084 1.2935 3.4343
H 2.7135 4.5932 1.7328
H 1.8842 3.9357 0.3140
H 3.5894 3.5374 0.6011
H 0.7721 2.1414 0.4364



[3]
86
Properties=species:S:1:pos:R:3 method="wB97M-V/def2-TZVPD" homo_lumo_gap_ha="0.307 / 0.253" total_energy_ev=-84420.9217 lumo_ev="-5.10 / -7.67" multiplicity=6 homo_ev="-13.44 / -14.57" charge=+2 de_lowest_ev=0.000
Ir 0.8023 -0.6748 0.1559
O -0.7405 -1.2516 2.0361
C -1.2289 -0.1172 1.8769
O -0.8395 0.6169 0.8993
C -2.2242 0.4720 2.8057
C -2.6848 -0.2673 3.8830
C -3.6032 0.2892 4.7639
C -4.0598 1.5831 4.5666
C -3.6082 2.3311 3.4862
C -2.6829 1.7829 2.6007
P -2.0781 2.7522 1.2170
C -0.4372 3.4037 1.5051
C -0.0773 3.8870 2.7629
C 1.1637 4.4846 2.9355
C 2.0364 4.6036 1.8609
C 1.6797 4.1113 0.6100
C 0.4470 3.5032 0.4299
C -3.2164 4.0509 0.8389
C -4.5836 3.7457 0.7373
C -5.4812 4.7377 0.3973
C -5.0249 6.0267 0.1356
C -3.6697 6.3276 0.2100
C -2.7589 5.3442 0.5500
H -2.3207 -1.2764 4.0209
H -3.9643 -0.2894 5.6032
H -4.7734 2.0171 5.2538
H -3.9749 3.3384 3.3384
H -0.7656 3.8147 3.5970
H 1.4399 4.8778 3.9050
H 3.0008 5.0773 1.9952
H 2.3617 4.2122 -0.2250
H 0.1652 3.1124 -0.5416
H -4.9355 2.7395 0.9319
H -6.5364 4.5117 0.3302
H -5.7317 6.8007 -0.1320
H -3.3252 7.3322 0.0066
H -1.7043 5.5790 0.6137
C 1.4484 0.5704 3.7756
C 2.3347 0.8592 2.6221
N 2.2608 0.3494 1.3939
C 3.2957 0.8856 0.6594
C 4.0029 1.7342 1.4488
N 3.3869 1.6870 2.6725
C 5.1133 2.7105 1.2485
O 5.6699 2.7532 0.0616
O 5.4043 3.4289 2.1705
C 3.4485 0.4922 -0.7605
O 4.3195 1.0032 -1.4556
O 2.6105 -0.4042 -1.1537
H 0.8000 -0.2716 3.5499
H 0.8347 1.4423 4.0122
H 2.0442 0.3267 4.6554
H 3.7079 2.2372 3.4597
H 5.2589 2.1075 -0.5728
C 1.6419 1.2043 -3.5833
S 0.5008 -0.0286 -2.9917
C -0.9155 0.3947 -3.9889
O 0.0506 0.4540 -1.5854
H 1.7897 1.0268 -4.6489
H 2.5850 1.0755 -3.0566
H 1.2131 2.1913 -3.4138
H -0.6733 0.1902 -5.0315
H -1.1597 1.4455 -3.8444
H -1.7428 -0.2369 -3.6724
C -1.1425 -4.8459 -1.4064
C -0.8552 -3.3628 -1.1634
P 0.7605 -3.0274 -0.3875
C 2.0466 -3.5450 -1.5596
C 3.4485 -3.6381 -0.9603
C 0.8600 -4.0540 1.1111
C 1.8237 -3.5064 2.1647
H -2.1298 -4.9597 -1.8515
H -1.1339 -5.4128 -0.4761
H -0.4214 -5.2940 -2.0887
H -1.6101 -2.9231 -0.5062
H -0.8781 -2.8002 -2.1010
H 2.0229 -2.8232 -2.3790
H 1.7345 -4.5129 -1.9608
H 3.7595 -2.6888 -0.5255
H 4.1606 -3.8927 -1.7433
H 3.5080 -4.4157 -0.1992
H 1.1368 -5.0659 0.8043
H -0.1532 -4.1022 1.5167
H 2.8335 -3.3814 1.7756
H 1.8757 -4.1890 3.0117
H 1.4728 -2.5422 2.5362



[4]
79
Properties=species:S:1:pos:R:3 method="wB97M-V/def2-TZVPD" homo_lumo_gap_ha=0.138 total_energy_ev=-46037.0823 lumo_ev=-1.93 multiplicity=1 homo_ev=-5.69 charge=0 de_lowest_ev=0.194
C -4.4614 -0.5359 2.7669
C -3.0284 -0.9692 2.6102
O -2.1719 0.1704 2.8071
C -0.8716 -0.1933 2.9272
C -0.0450 1.0061 3.1008
C -0.6559 2.2653 2.6868
C 1.4004 0.8858 2.8822
O 2.1340 1.8639 2.7462
O 1.8602 -0.3753 2.8100
C 3.2898 -0.4446 2.6728
C 3.6554 -1.8894 2.5344
O -0.5135 -1.3598 2.8534
H -5.0833 -1.4293 2.7005
H -4.6373 -0.0693 3.7415
H -4.7833 0.1548 1.9802
H -2.7566 -1.7024 3.3761
H -2.8540 -1.4029 1.6119
H 0.1852 2.9181 2.4259
H -1.2495 2.0465 1.7871
H -1.2862 2.7634 3.4333
H 3.6350 0.1211 1.7933
H 3.7318 -0.0125 3.5799
H 4.7329 -1.9930 2.6288
H 3.1835 -2.5102 3.2928
H 3.3766 -2.2781 1.5553
C 1.2471 9.9841 7.1179
N 1.8931 8.7398 7.4676
C 3.2896 8.8903 7.7991
C 1.2695 7.5257 7.4176
C 1.9046 6.3536 7.9317
C 1.3075 5.1078 7.7973
C 0.0307 4.9673 7.1885
C -0.5660 3.6741 6.9117
C 0.2472 2.5271 6.7533
C -0.1971 1.2211 6.6027
C 0.5742 0.0359 6.8847
C -0.0908 -1.2207 6.9960
C 0.6180 -2.3805 7.2721
C 1.9995 -2.3236 7.4921
C 2.6598 -1.0908 7.4623
C 1.9596 0.0823 7.1941
C -2.0261 3.5775 6.8071
C -2.6248 2.8468 5.7563
C -3.9967 2.8253 5.5668
C -4.8530 3.4650 6.5109
N -6.2163 3.4265 6.3497
C -7.1301 3.6207 7.4565
C -6.8332 3.2366 5.0506
C -4.2699 4.1670 7.6059
C -2.8961 4.2621 7.7085
C -0.6295 6.1520 6.7648
C -0.0270 7.3960 6.8412
H 0.1656 9.9390 7.2815
H 1.6626 10.7853 7.7435
H 1.4327 10.2600 6.0669
H 3.8489 7.9665 7.6251
H 3.7243 9.6821 7.1753
H 3.4275 9.1900 8.8488
H 2.8766 6.4411 8.4210
H 1.8359 4.2286 8.1775
H 1.3264 2.6873 6.8335
H -1.2687 1.0372 6.4805
H -1.1737 -1.2148 6.9251
H 0.0749 -3.3226 7.3261
H 2.5435 -3.2441 7.6868
H 3.7327 -1.0532 7.6707
H 2.4622 1.0462 7.2926
H -1.9883 2.2736 5.0767
H -4.4226 2.2793 4.7084
H -6.6206 3.4113 8.4050
H -7.5168 4.6525 7.4836
H -7.9853 2.9366 7.3510
H -6.1088 3.4360 4.2505
H -7.2199 2.2095 4.9273
H -7.6795 3.9313 4.9362
H -4.9328 4.6604 8.3338
H -2.4758 4.8551 8.5285
H -1.6146 6.0822 6.3010
H -0.5295 8.2636 6.4155